<i>
The following is a quantum chemistry calculation of a 3-piece molecular cluster, H2NO4S2 overall, from OMol25.

The geometry in XYZ format:
```
9
Properties=species:S:1:pos:R:3
S 2.454 -1.673 -0.250
S 0.679 -3.379 3.684
O 3.817 -1.763 0.283
O 2.141 -0.274 -0.554
O 0.856 -1.645 1.821
O -0.515 -0.112 0.188
N 0.275 -2.059 2.885
H -0.137 0.626 -0.386
H 0.178 -0.492 0.748
```

Calculated values
Kohn-Sham gap   6.261 eV
E_LUMO   0.0969 Eh
HOMO   -3.62 eV
Net charge   -1

<ii>
The following is a quantum chemistry calculation of an isolated ion of composition H2NO4S2 and charge -1, from OMol25.

The geometry in XYZ format:
```
9
Properties=species:S:1:pos:R:3
S 0.955 0.331 0.019
S -1.229 -0.927 -1.330
O 1.670 0.041 -1.195
O 0.730 -0.800 0.863
O -1.541 0.524 0.790
O 1.390 1.564 0.670
N -0.948 0.533 -0.508
H -0.184 -1.734 -0.700
H -0.843 0.467 1.392
```

Calculated values
SMILES   O=S(=O)([O-])N(O)S
Kohn-Sham gap   8.697 eV
E_LUMO   0.1297 Eh
HOMO   -5.17 eV
Net charge   -1

<ii> takes first place; second place is 0.187 eV up.

<i>
The following is a quantum chemistry calculation of one molecule with the formula C6H13N3, from OMol25.

The geometry in XYZ format:
```
22
Properties=species:S:1:pos:R:3
N -0.564 1.061 -1.200
N -1.185 -1.286 -1.113
N 0.183 -0.331 0.604
C 0.631 1.112 -1.370
C -0.933 -0.080 -0.368
C 1.401 -1.089 0.368
C 0.268 0.469 1.818
C 1.796 1.289 -1.938
C -2.259 0.298 0.328
H -0.585 1.116 2.025
H -2.210 1.303 0.758
H 0.357 -0.194 2.688
H 1.498 -1.888 1.113
H 1.443 -1.539 -0.626
H -2.523 -0.409 1.121
H 2.713 1.047 -1.418
H 2.282 -0.449 0.477
H -0.352 -1.861 -1.132
H 1.139 1.130 1.790
H -3.072 0.316 -0.406
H 1.861 1.837 -2.869
H -1.890 -1.852 -0.651
```

Calculated values
SMILES   C=C=N[C@@](C)(N)N(C)C
Kohn-Sham gap   8.662 eV
E_LUMO   0.0227 Eh
HOMO   -8.04 eV

<ii>
The following is a quantum chemistry calculation of one molecule with the formula C6H13N3, from OMol25.

The geometry in XYZ format:
```
22
Properties=species:S:1:pos:R:3
N 1.471 1.135 -0.384
N -1.776 0.317 1.425
N 0.252 1.850 0.049
C -2.180 -0.854 -0.765
C -0.696 -1.115 -0.356
C -1.391 0.163 0.125
C -0.962 1.476 -0.632
C 2.976 -0.816 0.053
C 1.834 0.124 0.334
H 0.264 -0.921 -0.945
H 1.217 -0.154 1.132
H -2.993 -1.689 -0.395
H 2.873 -1.958 0.273
H -0.858 0.193 2.092
H 3.177 -0.623 -1.047
H -0.520 -1.926 0.352
H 0.661 2.812 -0.015
H -0.765 1.272 -1.635
H -2.384 -0.635 -1.845
H -1.638 2.380 -0.206
H 3.853 -0.496 0.774
H -2.415 -0.537 1.618
```

Calculated values
SMILES   C/C=N/NCC1(N)CC1
Kohn-Sham gap   9.298 eV
E_LUMO   0.0357 Eh
HOMO   -8.33 eV

<iii>
The following is a quantum chemistry calculation of one molecule with the formula C6H13N3, from OMol25.

The geometry in XYZ format:
```
22
Properties=species:S:1:pos:R:3
N 2.054 0.362 -0.606
N -2.061 -2.147 -0.113
N 0.596 -1.978 -0.380
C -0.072 1.890 0.049
C 2.951 0.135 0.517
C 0.401 0.524 -0.269
C -1.714 -0.914 -0.035
C -2.723 0.184 0.157
C 0.078 -0.729 -0.199
H 2.709 0.765 1.385
H 0.775 2.517 0.349
H -2.603 0.953 -0.607
H -2.612 0.624 1.150
H -3.069 -2.293 0.022
H 1.336 -1.980 -1.072
H 3.985 0.361 0.224
H -0.762 1.889 0.895
H 2.280 1.248 -1.057
H -0.551 2.359 -0.815
H -0.169 -2.655 -0.498
H -3.747 -0.202 0.074
H 2.919 -0.911 0.830
```

Calculated values
SMILES   [H]/N=C(C)/C(N)=C(\C)NC
Kohn-Sham gap   8.909 eV
E_LUMO   0.0334 Eh
HOMO   -8.00 eV

<iv>
The following is a quantum chemistry calculation of one molecule with the formula C6H13N3, from OMol25.

The geometry in XYZ format:
```
22
Properties=species:S:1:pos:R:3
N 0.520 1.586 1.205
N 0.167 0.457 1.680
N -0.031 2.005 0.171
C 0.318 -1.251 -1.859
C 1.668 2.418 1.670
C -1.046 1.331 -0.446
C -1.041 -2.423 -0.102
C -1.248 0.023 -0.578
C -0.278 -1.085 -0.461
H 0.370 -0.356 -2.278
H -1.385 -2.261 0.897
H 0.673 0.471 2.549
H 0.556 -0.936 0.115
H -2.123 -0.459 -1.089
H 2.078 1.959 2.653
H 1.398 -1.752 -1.931
H -1.763 -2.597 -0.983
H 2.424 2.391 0.887
H -1.877 1.866 -1.029
H -0.421 -3.182 -0.055
H 1.373 3.552 1.539
H -0.331 -1.759 -2.555
```

Calculated values
Kohn-Sham gap   8.761 eV
E_LUMO   0.0289 Eh
HOMO   -7.97 eV

<iii> takes first place; second place is 0.436 eV up.

<i>
The following is a quantum chemistry calculation of one molecule with the formula C6H13N3, from OMol25.

The geometry in XYZ format:
```
22
Properties=species:S:1:pos:R:3
N -0.203 0.224 0.225
N -0.075 -2.270 0.589
N -0.413 2.497 0.254
C -2.450 -0.286 0.908
C -1.571 0.176 0.033
C 0.498 -1.199 -0.125
C 0.412 1.381 0.269
C 0.434 -1.433 -1.624
C 1.894 1.558 0.257
H -0.606 -1.522 -1.940
H 2.152 2.598 0.468
H -0.028 -2.135 1.593
H -0.018 3.319 -0.171
H 0.970 -2.343 -1.875
H -1.336 2.215 -0.105
H -3.493 -0.361 0.630
H 0.894 -0.600 -2.162
H -1.047 -2.409 0.328
H 2.319 1.288 -0.720
H -2.225 -0.586 1.936
H 2.367 0.939 1.017
H 1.525 -1.053 0.215
```

Calculated values
Kohn-Sham gap (alpha / beta)   7.187 / 7.187 eV
E_LUMO (alpha / beta)   0.0279 / 0.0279 Eh
HOMO (alpha / beta)   -6.43 / -6.43 eV

<ii>
The following is a quantum chemistry calculation of one molecule with the formula C6H13N3, from OMol25.

The geometry in XYZ format:
```
22
Properties=species:S:1:pos:R:3
N -0.687 -1.253 -0.053
N 1.504 0.925 -0.368
N -2.496 -0.111 -1.076
C -1.453 -0.029 -0.076
C 1.469 0.706 -1.799
C 0.549 -1.277 0.194
C 1.476 -0.155 0.502
C 2.164 -0.181 1.648
C -2.085 0.155 1.304
H -1.316 0.258 2.060
H 2.450 0.415 -2.211
H -2.690 1.054 1.295
H 2.807 0.633 1.940
H 0.758 -0.086 -2.028
H 1.010 -2.264 0.238
H -2.709 -0.698 1.547
H 2.049 -0.986 2.351
H -3.179 -0.807 -0.807
H 1.145 1.632 -2.289
H -0.845 0.856 -0.308
H -2.108 -0.409 -1.967
H 2.188 1.620 -0.098
```

Calculated values
SMILES   C=C(/C=N\[C@H](C)N)NC
Kohn-Sham gap   9.337 eV
E_LUMO   0.0355 Eh
HOMO   -8.37 eV

<ii> takes first place; second place is 1.575 eV up.